[1]
A single C23H28FNO3 molecule, computed with ωB97M-V/def2-TZVPD.

Atoms and positions in Å:
C -2.79 -3.03 1.73
C -3.11 -1.64 1.17
O -1.92 -0.87 1.01
C -1.24 -1.04 -0.14
O -1.60 -1.76 -1.03
C 0.05 -0.22 -0.12
C -0.28 1.25 0.15
C -1.07 1.93 -0.98
O -2.20 1.22 -1.40
C -3.35 1.25 -0.67
C -3.55 1.98 0.50
C -4.78 1.93 1.14
C -5.81 1.17 0.64
C -5.62 0.45 -0.53
C -4.40 0.49 -1.18
C 0.80 -0.40 -1.45
C 1.38 -1.82 -1.60
N 2.17 -2.28 -0.48
C 3.59 -1.98 -0.49
C 3.99 -0.53 -0.34
C 4.11 0.29 -1.45
C 4.44 1.63 -1.32
C 4.66 2.18 -0.07
C 4.55 1.35 1.03
F 4.78 1.86 2.26
C 4.23 0.01 0.92
C 1.46 -2.14 0.76
C 0.93 -0.73 1.04
H -2.19 -3.58 1.02
H -3.71 -3.56 1.91
H -2.24 -2.94 2.66
H -3.73 -1.07 1.86
H -3.61 -1.73 0.21
H 0.65 1.81 0.29
H -0.86 1.30 1.08
H -1.34 2.96 -0.68
H -0.44 2.00 -1.88
H -2.76 2.58 0.93
H -4.91 2.49 2.05
H -6.76 1.14 1.15
H -6.42 -0.15 -0.94
H -4.23 -0.06 -2.09
H 0.12 -0.23 -2.28
H 1.61 0.34 -1.49
H 1.99 -1.87 -2.50
H 0.54 -2.51 -1.71
H 3.99 -2.36 -1.43
H 4.04 -2.56 0.33
H 3.96 -0.12 -2.44
H 4.53 2.25 -2.20
H 4.91 3.22 0.06
H 4.17 -0.60 1.81
H 2.11 -2.46 1.58
H 0.61 -2.84 0.72
H 0.35 -0.73 1.96
H 1.77 -0.04 1.15

The structure (SMILES) is CCOC(=O)C1(CCOc2ccccc2)CCN(Cc2cccc(F)c2)CC1. The relative energy (zero: lowest compared OMol25 entry of this formula, charge and spin) is 0.0 kcal per mole. As for the net charge: 0. The total energy is -1273.582274 Ha. The maximum force is 0.6 eV/A.

For each atom in turn, the natural (NBO) charge in e is: C -0.633; C -0.078; O -0.536; C 0.839; O -0.618; C -0.142; C -0.420; C -0.066; O -0.502; C 0.301; C -0.264; C -0.207; C -0.252; C -0.193; C -0.264; C -0.428; C -0.224; N -0.446; C -0.230; C -0.003; C -0.246; C -0.175; C -0.297; C 0.407; F -0.327; C -0.299; C -0.211; C -0.413; H 0.218; H 0.216; H 0.207; H 0.194; H 0.206; H 0.220; H 0.224; H 0.181; H 0.197; H 0.210; H 0.213; H 0.213; H 0.215; H 0.232; H 0.228; H 0.211; H 0.195; H 0.219; H 0.204; H 0.202; H 0.215; H 0.217; H 0.231; H 0.228; H 0.199; H 0.192; H 0.224; H 0.213


[2]
C23H28IrN2O7PS as an isolated structure in a non-equilibrium geometry, computed with ωB97M-V/def2-TZVPD.

Atoms and positions in Å:
Ir 0.06 -1.04 -0.30
O 1.11 -4.82 3.66
C -0.16 -5.27 3.49
C -0.56 -6.31 4.32
C -1.84 -6.85 4.23
C -2.73 -6.34 3.29
C -2.34 -5.32 2.46
C -1.06 -4.74 2.54
C -0.76 -3.64 1.67
O 0.53 -3.15 1.67
N -1.73 -3.15 0.95
N -1.61 -2.10 0.15
C -2.81 -1.70 -0.35
C -3.05 -0.77 -1.37
C -4.37 -0.33 -1.61
C -4.67 0.58 -2.58
C -3.65 1.08 -3.40
C -2.36 0.64 -3.25
C -2.00 -0.29 -2.25
O -0.81 -0.75 -2.18
H 1.28 -4.09 3.03
H 0.15 -6.69 5.03
H -2.13 -7.66 4.88
H -3.73 -6.75 3.22
H -3.01 -4.92 1.71
H -3.67 -2.18 0.11
H -5.15 -0.71 -0.96
H -5.69 0.92 -2.71
H -3.90 1.80 -4.17
H -1.57 1.00 -3.88
S 2.13 -1.11 2.06
C 0.67 -1.75 1.54
C 0.79 2.41 2.49
C 1.49 3.17 1.37
C 2.71 3.93 1.91
C 0.52 4.14 0.69
O 2.02 2.25 0.43
P 1.14 1.42 -0.63
O 1.83 0.10 -0.82
O -0.30 1.32 -0.23
O 1.21 2.33 -1.96
C 2.37 2.48 -2.76
C 2.64 1.20 -3.55
C 2.04 3.63 -3.72
C 3.60 2.84 -1.92
H 0.37 3.09 3.23
H 1.50 1.74 2.97
H -0.01 1.80 2.05
H 2.40 4.64 2.67
H 3.21 4.45 1.10
H 3.40 3.21 2.34
H 0.16 4.88 1.41
H -0.31 3.58 0.28
H 1.02 4.66 -0.13
H 1.75 0.90 -4.08
H 2.90 0.40 -2.86
H 3.46 1.35 -4.26
H 1.13 3.38 -4.27
H 2.85 3.79 -4.43
H 1.86 4.54 -3.17
H 3.79 2.04 -1.21
H 3.44 3.76 -1.36
H 4.46 2.97 -2.57

Its expectation value of S² is 0.76. The spin multiplicity is 2. The relative energy (zero: lowest compared OMol25 entry of this formula, charge and spin) is 54.5 kcal per mole. As for the net charge: -1. The total energy is -2373.452411 Ha. The maximum force is 4.6 eV/A.

For each atom in turn, the natural (NBO) charge in e is: Ir 0.902; O -0.677; C 0.343; C -0.282; C -0.185; C -0.256; C -0.162; C -0.147; C 0.496; O -0.570; N -0.336; N -0.292; C 0.159; C -0.280; C -0.126; C -0.310; C -0.162; C -0.318; C 0.536; O -0.754; H 0.514; H 0.219; H 0.205; H 0.204; H 0.237; H 0.188; H 0.196; H 0.200; H 0.201; H 0.216; S -0.146; C -0.089; C -0.646; C 0.284; C -0.612; C -0.652; O -0.841; P 2.579; O -1.107; O -1.136; O -0.830; C 0.275; C -0.642; C -0.611; C -0.639; H 0.192; H 0.225; H 0.250; H 0.199; H 0.201; H 0.216; H 0.201; H 0.249; H 0.203; H 0.217; H 0.249; H 0.193; H 0.213; H 0.198; H 0.206; H 0.237; H 0.206; H 0.201


[3]
C23H28IrN7O3S as an isolated structure in a non-equilibrium geometry, computed with ωB97M-V/def2-TZVPD.

Atoms and positions in Å:
Ir -0.37 -0.66 -0.07
C 3.12 -1.76 -2.32
C 2.28 -1.12 -1.23
O 1.08 -0.82 -1.58
C 2.87 -0.82 -0.02
C 2.28 -0.14 1.10
C 3.17 0.19 2.27
N 1.01 0.16 1.16
N 0.56 0.71 2.35
C -0.75 0.78 2.40
O -1.58 0.48 1.48
C -1.30 1.32 3.68
C -0.48 1.78 4.71
C -1.03 2.27 5.88
C -2.41 2.30 6.05
C -3.23 1.85 5.03
C -2.68 1.36 3.85
H 2.45 -2.19 -3.07
H 3.76 -2.54 -1.91
H 3.76 -1.02 -2.80
H 3.91 -1.10 0.10
H 4.19 -0.12 2.07
H 2.79 -0.30 3.17
H 3.15 1.27 2.47
H 0.59 1.74 4.57
H -0.38 2.62 6.68
H -2.84 2.68 6.97
H -4.31 1.87 5.15
H -3.30 0.99 3.04
O -0.73 -2.31 1.44
N -1.01 -3.46 0.87
C -0.83 -4.57 1.63
C -1.14 -5.82 1.17
C -1.65 -5.95 -0.13
C -1.82 -4.82 -0.89
C -1.50 -3.54 -0.41
S -1.68 -2.13 -1.38
H -0.44 -4.35 2.61
H -0.98 -6.68 1.81
H -1.90 -6.92 -0.53
H -2.20 -4.87 -1.90
C -1.55 0.89 -2.86
N -1.88 1.99 -3.77
C -0.66 2.75 -4.02
N -0.05 3.28 -2.80
C 0.24 2.14 -1.92
N -0.97 1.37 -1.61
C -1.93 2.26 -0.95
N -2.28 3.40 -1.81
C -2.82 2.87 -3.07
C -1.05 4.12 -2.13
H -0.83 0.22 -3.34
H -2.45 0.32 -2.63
H -0.90 3.59 -4.69
H 0.06 2.10 -4.52
H 0.67 2.50 -0.98
H 0.96 1.47 -2.40
H -1.50 2.61 -0.02
H -2.83 1.68 -0.71
H -3.08 3.71 -3.72
H -3.73 2.31 -2.85
H -0.61 4.50 -1.20
H -1.29 4.97 -2.77

Its expectation value of S² is 0.75. The spin multiplicity is 2. The relative energy (zero: lowest compared OMol25 entry of this formula, charge and spin) is 4.0 kcal per mole. As for the net charge: -1. The total energy is -2004.766791 Ha. The maximum force is 1.3 eV/A.

For each atom in turn, the natural (NBO) charge in e is: Ir 0.922; C -0.674; C 0.461; O -0.720; C -0.493; C 0.281; C -0.656; N -0.328; N -0.473; C 0.535; O -0.744; C -0.020; C -0.195; C -0.235; C -0.231; C -0.230; C -0.202; H 0.222; H 0.210; H 0.210; H 0.194; H 0.197; H 0.233; H 0.227; H 0.231; H 0.198; H 0.197; H 0.199; H 0.236; O -0.588; N 0.020; C 0.018; C -0.293; C -0.207; C -0.235; C 0.018; S -0.190; H 0.227; H 0.214; H 0.207; H 0.223; C -0.084; N -0.476; C -0.076; N -0.476; C -0.084; N -0.476; C -0.077; N -0.476; C -0.076; C -0.076; H 0.218; H 0.209; H 0.182; H 0.195; H 0.205; H 0.220; H 0.215; H 0.213; H 0.182; H 0.195; H 0.196; H 0.182


[4]
A single C23H28N2O3 molecule in a non-equilibrium geometry, computed with ωB97M-V/def2-TZVPD.

Atoms and positions in Å:
C -5.63 -2.70 -0.25
C -5.60 -1.18 -0.52
C -6.77 -0.48 0.18
O -5.74 -0.92 -1.91
C -4.34 -0.64 -0.03
C -3.28 -0.18 0.31
C -2.05 0.38 0.75
C -1.95 1.75 0.97
C -0.75 2.30 1.39
C 0.37 1.49 1.60
C 1.69 2.10 2.01
N 2.58 2.52 0.95
C 2.30 3.76 0.26
C 1.40 3.64 -0.97
C 1.98 2.59 -1.93
C 2.12 1.27 -1.17
C 2.65 0.14 -2.06
N 2.53 -1.13 -1.39
C 3.59 -1.80 -0.88
O 4.75 -1.50 -1.08
C 3.22 -2.97 -0.06
C 4.01 -3.91 0.54
C 3.14 -4.79 1.22
C 1.88 -4.33 0.98
O 1.91 -3.23 0.21
C 3.04 1.50 0.04
C 0.25 0.12 1.40
C -0.94 -0.44 0.97
H -5.57 -2.89 0.81
H -6.56 -3.11 -0.64
H -4.79 -3.19 -0.75
H -7.70 -0.89 -0.19
H -6.73 0.58 -0.04
H -6.70 -0.63 1.26
H -5.00 -1.31 -2.38
H -2.81 2.38 0.81
H -0.68 3.36 1.57
H 2.24 1.37 2.61
H 1.51 2.98 2.64
H 1.86 4.47 0.98
H 3.27 4.17 -0.06
H 0.40 3.33 -0.68
H 1.34 4.61 -1.47
H 1.33 2.47 -2.79
H 2.96 2.91 -2.28
H 1.13 0.98 -0.82
H 2.10 0.11 -3.00
H 3.72 0.28 -2.27
H 1.60 -1.42 -1.11
H 5.08 -3.94 0.50
H 3.41 -5.64 1.81
H 0.92 -4.68 1.29
H 3.17 0.57 0.60
H 4.03 1.80 -0.33
H 1.11 -0.52 1.57
H -1.02 -1.50 0.81

The structure (SMILES) is CC(C)(O)C#Cc1ccc(CN2CCC[C@@H](CNC(=O)c3ccco3)C2)cc1. The relative energy (zero: lowest compared OMol25 entry of this formula, charge and spin) is 66.8 kcal per mole. As for the net charge: 0. The total energy is -1228.410807 Ha. The maximum force is 1.3 eV/A.

For each atom in turn, the natural (NBO) charge in e is: C -0.609; C 0.174; C -0.599; O -0.702; C -0.010; C -0.015; C -0.130; C -0.161; C -0.220; C -0.045; C -0.222; N -0.445; C -0.212; C -0.420; C -0.389; C -0.252; C -0.222; N -0.604; C 0.632; O -0.617; C 0.145; C -0.232; C -0.317; C 0.107; O -0.408; C -0.219; C -0.165; C -0.189; H 0.217; H 0.217; H 0.208; H 0.216; H 0.224; H 0.215; H 0.470; H 0.221; H 0.214; H 0.200; H 0.203; H 0.197; H 0.188; H 0.203; H 0.208; H 0.206; H 0.195; H 0.205; H 0.197; H 0.232; H 0.403; H 0.244; H 0.233; H 0.205; H 0.203; H 0.198; H 0.206; H 0.216


The highest relative energy (zero: lowest compared OMol25 entry of this formula, charge and spin) belongs to which entry? C23H28N2O3


Which value of net charge does entry 3 give? -1


Copy entry 2 word for word.
C23H28IrN2O7PS as an isolated structure in a non-equilibrium geometry, computed with ωB97M-V/def2-TZVPD.

Atoms and positions in Å:
Ir 0.06 -1.04 -0.30
O 1.11 -4.82 3.66
C -0.16 -5.27 3.49
C -0.56 -6.31 4.32
C -1.84 -6.85 4.23
C -2.73 -6.34 3.29
C -2.34 -5.32 2.46
C -1.06 -4.74 2.54
C -0.76 -3.64 1.67
O 0.53 -3.15 1.67
N -1.73 -3.15 0.95
N -1.61 -2.10 0.15
C -2.81 -1.70 -0.35
C -3.05 -0.77 -1.37
C -4.37 -0.33 -1.61
C -4.67 0.58 -2.58
C -3.65 1.08 -3.40
C -2.36 0.64 -3.25
C -2.00 -0.29 -2.25
O -0.81 -0.75 -2.18
H 1.28 -4.09 3.03
H 0.15 -6.69 5.03
H -2.13 -7.66 4.88
H -3.73 -6.75 3.22
H -3.01 -4.92 1.71
H -3.67 -2.18 0.11
H -5.15 -0.71 -0.96
H -5.69 0.92 -2.71
H -3.90 1.80 -4.17
H -1.57 1.00 -3.88
S 2.13 -1.11 2.06
C 0.67 -1.75 1.54
C 0.79 2.41 2.49
C 1.49 3.17 1.37
C 2.71 3.93 1.91
C 0.52 4.14 0.69
O 2.02 2.25 0.43
P 1.14 1.42 -0.63
O 1.83 0.10 -0.82
O -0.30 1.32 -0.23
O 1.21 2.33 -1.96
C 2.37 2.48 -2.76
C 2.64 1.20 -3.55
C 2.04 3.63 -3.72
C 3.60 2.84 -1.92
H 0.37 3.09 3.23
H 1.50 1.74 2.97
H -0.01 1.80 2.05
H 2.40 4.64 2.67
H 3.21 4.45 1.10
H 3.40 3.21 2.34
H 0.16 4.88 1.41
H -0.31 3.58 0.28
H 1.02 4.66 -0.13
H 1.75 0.90 -4.08
H 2.90 0.40 -2.86
H 3.46 1.35 -4.26
H 1.13 3.38 -4.27
H 2.85 3.79 -4.43
H 1.86 4.54 -3.17
H 3.79 2.04 -1.21
H 3.44 3.76 -1.36
H 4.46 2.97 -2.57

Its expectation value of S² is 0.76. The spin multiplicity is 2. The relative energy (zero: lowest compared OMol25 entry of this formula, charge and spin) is 54.5 kcal per mole. As for the net charge: -1. The total energy is -2373.452411 Ha. The maximum force is 4.6 eV/A.

For each atom in turn, the natural (NBO) charge in e is: Ir 0.902; O -0.677; C 0.343; C -0.282; C -0.185; C -0.256; C -0.162; C -0.147; C 0.496; O -0.570; N -0.336; N -0.292; C 0.159; C -0.280; C -0.126; C -0.310; C -0.162; C -0.318; C 0.536; O -0.754; H 0.514; H 0.219; H 0.205; H 0.204; H 0.237; H 0.188; H 0.196; H 0.200; H 0.201; H 0.216; S -0.146; C -0.089; C -0.646; C 0.284; C -0.612; C -0.652; O -0.841; P 2.579; O -1.107; O -1.136; O -0.830; C 0.275; C -0.642; C -0.611; C -0.639; H 0.192; H 0.225; H 0.250; H 0.199; H 0.201; H 0.216; H 0.201; H 0.249; H 0.203; H 0.217; H 0.249; H 0.193; H 0.213; H 0.198; H 0.206; H 0.237; H 0.206; H 0.201